152
Properties=species:S:1:pos:R:3:forces:R:3 method="wB97M-V/def2-TZVPD" max_force_ev_per_a=2.35 charge=-1 gap_ha=0.2630
C -1.985 -1.420 -5.274 0.2 -0.5 0.0
C -0.793 -2.056 -4.546 -0.7 0.2 -0.2
S 0.708 -1.071 -4.517 0.4 -0.1 -0.4
C 0.273 0.561 -3.912 -0.3 0.1 1.0
C -0.105 0.667 -2.385 0.1 -0.7 -1.3
C -1.614 0.391 -2.272 -0.3 1.0 0.5
C -2.315 0.833 -0.981 0.0 -0.5 -0.2
C -2.178 -0.123 0.193 -1.0 0.6 0.7
C -3.081 -1.365 0.075 0.5 -0.2 -0.1
C -2.259 -2.634 0.185 -0.5 -0.3 0.2
O -2.799 -3.585 1.122 0.0 0.1 -0.1
C -1.751 -4.503 1.353 0.2 0.5 -0.3
C 0.756 -0.444 -1.698 0.8 -0.8 0.8
O 1.985 -0.224 -1.602 -0.8 0.3 -0.1
O 0.142 -1.491 -1.353 0.0 0.6 -0.2
N 0.303 2.046 -1.976 -1.5 -0.3 1.1
C -0.551 3.059 -2.515 0.8 0.8 0.0
O 0.328 4.113 -3.051 0.1 -0.3 -0.3
N -0.420 4.935 -3.931 -0.3 0.1 0.3
O -0.200 4.673 -5.045 0.2 0.1 -0.2
P 0.682 2.275 -0.313 2.3 -0.1 -0.4
N 2.188 2.456 0.024 -0.2 0.4 0.1
H -2.529 -2.185 -5.821 -0.1 -0.1 -0.1
H -1.649 -0.697 -6.009 0.0 0.3 -0.1
H -2.683 -0.982 -4.571 -0.1 0.4 0.0
H -0.521 -2.954 -5.090 0.4 -0.1 -0.1
H -1.097 -2.385 -3.557 0.2 0.1 0.3
H 1.165 1.165 -4.025 0.4 -0.1 -0.2
H -0.507 1.032 -4.507 -0.1 -0.1 -0.2
H -2.113 0.914 -3.091 -0.1 0.1 -0.2
H -1.829 -0.656 -2.425 0.3 -0.3 0.0
H -3.381 0.881 -1.201 -0.2 0.2 -0.1
H -2.055 1.846 -0.682 0.2 0.2 0.0
H -2.536 0.417 1.072 0.1 0.2 0.2
H -1.157 -0.398 0.409 0.2 -0.2 -0.2
H -3.857 -1.357 0.834 0.0 0.0 0.3
H -3.607 -1.361 -0.877 -0.1 0.0 -0.2
H -1.250 -2.408 0.508 0.3 0.2 -0.1
H -2.184 -3.110 -0.795 0.2 -0.2 -0.1
H -2.082 -5.391 1.878 -0.3 -0.1 0.0
H -0.960 -4.020 1.931 0.1 0.0 0.2
H -1.315 -4.720 0.377 0.2 -0.7 0.0
H -1.170 3.546 -1.766 -0.3 0.0 0.0
H -1.147 2.709 -3.345 -0.1 -0.3 0.0
H -0.012 3.464 0.030 -0.6 -0.4 0.0
H 0.174 1.197 0.434 -0.6 0.3 -0.2
H 2.757 2.360 -0.804 0.3 -0.2 0.1
C 4.249 -2.749 4.291 0.1 -0.1 -0.1
C 2.923 -3.484 4.209 0.1 0.0 0.1
O 1.898 -2.703 3.639 -0.2 0.0 0.1
C 2.127 -2.277 2.298 -0.1 0.1 -0.2
C 2.253 -3.410 1.301 0.2 -0.2 0.0
H 4.119 -1.783 4.781 0.0 0.0 0.0
H 4.980 -3.334 4.852 0.0 0.0 0.0
H 4.662 -2.560 3.300 0.0 0.0 0.0
H 2.584 -3.733 5.217 -0.1 0.0 0.0
H 3.038 -4.435 3.674 0.0 0.0 0.0
H 3.001 -1.619 2.254 0.0 0.0 0.0
H 1.265 -1.667 2.031 0.0 0.0 0.1
H 3.155 -4.007 1.466 0.0 0.0 0.0
H 2.295 -3.009 0.287 -0.1 0.1 0.0
H 1.397 -4.082 1.377 0.0 0.0 0.0
C -7.503 0.651 -0.360 -0.1 0.1 -0.1
C -6.531 1.612 0.303 0.0 -0.2 0.1
O -6.121 2.676 -0.536 0.2 0.0 0.0
C -7.145 3.538 -0.986 -0.1 0.1 0.0
C -7.877 4.260 0.134 0.0 -0.1 0.1
H -7.102 0.301 -1.311 0.1 0.0 0.0
H -7.683 -0.208 0.287 0.0 0.0 0.0
H -8.467 1.124 -0.561 0.0 0.0 0.0
H -5.620 1.074 0.567 0.1 0.1 0.0
H -6.947 2.002 1.240 -0.1 0.0 0.0
H -7.853 2.994 -1.623 0.0 0.0 0.0
H -6.651 4.271 -1.625 0.1 0.0 0.0
H -8.461 3.571 0.746 0.0 0.0 0.0
H -8.563 5.001 -0.280 0.0 0.0 0.0
H -7.166 4.764 0.790 0.0 0.0 0.0
C 3.826 -3.143 -3.553 0.2 0.2 0.0
C 3.848 -3.074 -5.072 -0.1 -0.1 0.2
O 4.385 -1.865 -5.582 -0.1 0.0 -0.2
C 5.725 -1.597 -5.240 0.1 0.0 0.1
C 6.712 -2.640 -5.746 -0.1 -0.1 0.0
H 3.333 -2.263 -3.133 -0.1 -0.1 0.0
H 3.289 -4.034 -3.226 0.0 0.0 0.0
H 4.836 -3.189 -3.136 0.0 -0.1 0.0
H 2.823 -3.121 -5.440 0.0 0.1 -0.1
H 4.379 -3.935 -5.501 0.0 0.0 0.0
H 5.826 -1.465 -4.157 0.0 0.0 0.0
H 5.957 -0.633 -5.695 -0.1 0.0 0.0
H 6.575 -3.600 -5.246 0.0 0.0 0.0
H 7.736 -2.312 -5.561 0.0 0.0 0.0
H 6.580 -2.802 -6.817 0.0 0.0 0.0
C -4.246 0.465 -8.597 -0.1 -0.1 -0.1
C -3.009 -0.224 -9.151 -0.1 0.2 0.1
O -3.032 -1.631 -9.005 0.2 -0.1 0.1
C -4.081 -2.308 -9.665 -0.1 0.0 -0.1
C -4.071 -2.134 -11.176 0.0 0.2 0.0
H -4.424 0.154 -7.567 0.1 0.0 0.0
H -4.117 1.547 -8.622 0.0 0.0 0.0
H -5.139 0.223 -9.176 0.0 0.1 0.0
H -2.136 0.120 -8.597 0.1 -0.1 0.0
H -2.846 0.051 -10.200 -0.1 0.0 0.0
H -5.052 -2.013 -9.249 0.0 0.0 0.0
H -3.945 -3.362 -9.424 0.1 0.0 0.1
H -4.294 -1.106 -11.466 0.0 0.0 0.0
H -4.821 -2.779 -11.635 0.0 0.0 0.0
H -3.090 -2.387 -11.582 0.0 -0.1 0.0
C 8.983 1.416 5.565 -0.1 0.1 -0.1
C 8.474 -0.001 5.354 0.1 0.0 0.0
O 7.093 -0.156 5.608 -0.1 -0.1 0.2
C 6.226 0.612 4.789 -0.1 0.0 -0.2
C 6.335 0.285 3.309 0.2 0.1 0.0
H 8.699 1.780 6.553 0.0 0.0 0.0
H 10.070 1.443 5.478 0.0 0.0 0.0
H 8.573 2.107 4.827 0.0 0.0 0.0
H 8.977 -0.671 6.053 -0.1 0.0 0.0
H 8.721 -0.354 4.346 0.0 0.1 0.0
H 6.381 1.682 4.965 0.0 0.0 0.0
H 5.215 0.384 5.129 0.0 -0.1 0.1
H 7.302 0.582 2.900 0.0 0.1 0.0
H 5.562 0.808 2.746 0.0 0.0 0.0
H 6.224 -0.787 3.148 -0.1 0.0 0.0
C 3.209 3.052 8.664 0.1 -0.1 -0.1
C 1.944 2.219 8.792 0.0 0.1 0.1
O 1.404 1.808 7.554 -0.2 0.0 0.0
C 2.242 0.984 6.760 0.1 -0.1 -0.1
C 2.611 -0.333 7.421 0.1 0.1 0.2
H 3.047 3.888 7.982 0.0 0.0 0.0
H 3.504 3.443 9.639 0.0 0.0 0.0
H 4.043 2.465 8.275 0.0 0.0 0.0
H 1.166 2.818 9.267 -0.1 0.0 -0.1
H 2.117 1.353 9.443 0.1 0.0 0.0
H 3.142 1.532 6.459 0.0 0.0 0.0
H 1.680 0.784 5.848 -0.1 0.1 0.0
H 3.254 -0.185 8.291 0.1 0.0 0.0
H 3.147 -0.970 6.717 0.0 0.0 0.0
H 1.715 -0.858 7.758 0.0 0.0 -0.1
C -3.968 4.051 3.721 0.1 0.0 0.1
C -4.634 2.694 3.878 0.0 0.1 0.0
O -3.735 1.607 3.808 -0.1 -0.1 -0.1
C -2.723 1.564 4.797 0.1 0.0 0.1
C -3.254 1.456 6.217 -0.1 0.1 0.0
H -3.354 4.072 2.820 -0.1 0.0 0.0
H -4.723 4.836 3.652 0.0 0.0 0.0
H -3.321 4.285 4.568 0.0 0.0 0.0
H -5.336 2.544 3.058 0.0 -0.1 0.0
H -5.220 2.653 4.805 0.0 0.0 0.0
H -2.054 2.426 4.699 0.0 0.0 0.0
H -2.128 0.680 4.567 0.0 0.0 -0.1
H -3.782 2.362 6.523 0.0 0.0 0.0
H -2.431 1.299 6.914 0.0 0.0 0.0
H -3.953 0.622 6.300 0.0 0.0 0.0


13
Properties=species:S:1:pos:R:3:forces:R:3 method="wB97M-V/def2-TZVPD" e_above_lowest_kj_mol=576.9 max_force_ev_per_a=4.37 gap_ha="0.3103 / 0.3103"
C 1.683 0.013 0.111 -0.8 -0.5 -0.3
N -0.219 1.103 1.132 0.5 0.1 -0.8
N 0.329 0.619 -0.023 -1.7 -0.3 -4.0
C -0.974 -0.405 -0.853 -2.1 -2.8 0.7
N -1.587 -1.038 0.153 1.6 0.5 1.3
O -1.368 -0.467 -2.002 1.7 1.1 0.6
H -0.203 2.123 1.054 -0.2 -0.2 0.0
H 0.011 0.788 -1.231 1.9 1.6 3.5
H -1.176 -0.860 1.083 -0.7 0.1 -0.6
H -2.488 -1.479 0.080 0.1 0.1 -0.3
H 2.355 0.768 0.526 -0.3 0.0 -0.2
H 2.039 -0.355 -0.854 0.0 0.0 0.0
H 1.597 -0.811 0.823 0.1 0.1 0.0


46
Properties=species:S:1:pos:R:3:forces:R:3 method="wB97M-V/def2-TZVPD" smiles="O=S(=O)(NC1CC1)c1ccc(-c2ccsc2)c(Nc2nc3ccc(F)c(Cl)c3[nH]2)c1" max_force_ev_per_a=3.13 gap_ha=0.2953
O 3.514 2.564 1.033 -1.7 -0.7 -0.4
O 3.757 0.179 1.490 -1.9 0.5 -1.0
F 1.022 -7.928 0.851 -0.2 -0.1 -0.3
Cl 1.397 -5.261 2.147 -0.3 -0.3 -1.5
N 0.357 -3.726 -2.616 0.3 -1.6 0.8
S -3.312 -0.835 -4.408 0.9 1.3 0.9
C 0.711 -2.796 -1.798 -0.8 0.5 -1.2
C -3.473 0.867 -3.982 -0.7 -0.9 -0.6
C -1.974 -0.954 -3.297 -0.3 -0.7 0.4
C -2.606 1.239 -3.024 0.2 -0.1 0.4
C -1.707 0.185 -2.580 -0.8 0.7 -0.8
C 0.463 -7.204 -1.350 -0.3 -1.0 -1.5
C 0.286 -6.194 -2.320 0.3 0.0 2.0
C -0.727 1.501 -0.667 0.4 -0.3 -0.4
C 0.276 1.733 0.271 -0.1 0.3 0.0
C 1.558 -0.086 -0.680 -0.3 -0.2 0.7
C 0.830 -6.937 -0.035 0.1 1.2 0.5
C 1.008 -5.620 0.435 0.0 0.0 0.2
C 0.460 -4.890 -1.840 -0.3 -0.9 -1.6
C -0.656 0.410 -1.563 0.4 -0.2 -0.1
C 0.828 -4.608 -0.513 -0.1 -0.8 -0.5
C 0.492 -0.421 -1.533 0.3 1.9 1.2
C 1.419 0.919 0.269 0.2 0.6 -0.3
N 0.985 -3.249 -0.517 0.3 2.0 0.4
N 0.675 -1.510 -2.348 0.6 -0.7 0.7
N 2.102 1.454 2.852 0.0 -0.5 -0.2
C 1.244 3.721 3.609 1.4 0.7 0.6
C 1.496 2.887 4.852 0.0 -0.8 0.0
C 2.339 2.658 3.610 0.2 0.8 -0.1
S 2.835 1.312 1.327 2.4 -0.1 2.0
H -4.259 1.474 -4.438 0.4 -0.3 0.2
H -1.535 -1.931 -3.097 -0.4 0.2 -0.3
H -2.665 2.234 -2.607 0.3 0.0 0.0
H 0.300 -8.254 -1.698 0.3 0.9 0.7
H 0.040 -6.413 -3.356 0.0 0.1 0.3
H -1.553 2.211 -0.774 0.2 -0.4 0.3
H 0.148 2.578 0.963 0.3 -0.5 -0.3
H 2.469 -0.677 -0.706 -0.1 0.1 -0.1
H 1.228 -2.684 0.288 0.0 -0.1 -0.3
H 0.263 -1.467 -3.276 0.2 -0.4 0.4
H 2.435 0.645 3.386 -0.2 0.2 -0.4
H 1.559 4.775 3.645 -0.1 -0.6 -0.1
H 0.377 3.574 2.981 -0.1 -0.4 0.3
H 0.739 2.145 5.154 0.5 0.3 -0.5
H 2.069 3.237 5.722 -0.5 0.4 -0.6
H 3.415 2.959 3.619 -1.2 0.1 0.2


69
Properties=species:S:1:pos:R:3:forces:R:3 method="wB97M-V/def2-TZVPD" e_above_lowest_kj_mol=58.2 max_force_ev_per_a=2.67 gap_ha="0.2443 / 0.2210" spin_multiplicity=5
Ir -18.911 1.379 -2.567 -1.4 0.8 -0.1
C -18.542 -1.341 -0.787 -0.3 -0.8 0.6
C -19.736 -0.476 -1.058 0.7 0.4 2.6
N -20.182 -0.547 -2.241 0.2 -0.5 -1.8
N -21.450 -0.338 -2.573 -0.8 1.1 -1.6
C -21.629 0.437 -3.611 -1.5 -1.3 0.4
S -20.447 1.487 -4.290 0.2 -0.1 0.3
S -23.239 0.191 -4.448 1.4 0.4 0.1
C -23.917 1.861 -4.212 0.7 0.7 0.2
C -24.501 1.896 -2.851 -1.1 -0.2 -0.7
C -25.826 1.482 -2.685 0.5 0.3 -0.3
C -26.356 1.428 -1.406 0.2 -0.1 -0.4
C -25.530 1.766 -0.338 -0.2 -0.3 0.3
C -24.200 2.110 -0.527 -0.7 0.3 1.5
C -23.707 2.210 -1.782 0.5 0.2 -0.6
C -20.378 0.319 0.034 -0.1 -1.0 -0.4
C -20.793 -0.249 1.224 0.3 0.8 0.1
C -21.311 0.548 2.242 -0.4 -0.6 0.7
C -21.418 1.939 2.077 0.6 -0.7 -1.2
C -20.995 2.492 0.864 -0.6 0.3 0.5
C -20.546 1.676 -0.181 -0.1 0.3 1.0
O -20.227 2.227 -1.313 0.7 0.8 -1.6
H -18.908 -2.355 -0.481 0.2 0.6 -0.4
H -17.913 -1.020 0.031 0.1 0.4 0.2
H -17.966 -1.414 -1.701 0.1 -0.3 -0.1
H -24.644 2.088 -4.970 -0.4 -0.3 -0.5
H -23.134 2.631 -4.311 0.0 -0.5 -0.1
H -26.374 1.241 -3.608 -0.1 0.0 0.7
H -27.377 1.091 -1.301 -0.1 0.1 0.4
H -25.877 1.733 0.679 -0.4 -0.1 0.2
H -23.589 2.339 0.345 -0.1 -0.1 -0.3
H -22.705 2.530 -1.958 0.7 0.1 0.0
H -20.624 -1.302 1.306 -0.2 -0.5 0.5
H -21.637 0.034 3.167 0.2 0.6 -0.6
H -21.816 2.581 2.839 -0.1 0.1 0.3
H -21.055 3.570 0.655 0.0 -0.5 0.2
C -17.977 -4.122 3.051 -0.3 0.7 -0.3
O -16.909 -3.334 3.588 -1.0 -0.4 1.0
C -15.961 -2.878 2.789 1.1 1.1 -1.5
C -14.963 -2.009 3.327 -1.4 -1.1 0.2
C -13.989 -1.503 2.540 0.3 0.5 -0.1
C -13.939 -1.724 1.153 0.2 0.3 -0.2
C -14.897 -2.575 0.621 -1.0 -0.5 -0.9
C -15.915 -3.092 1.404 -0.8 -0.9 0.0
N -13.102 -0.921 0.430 0.1 -0.1 -1.2
N -13.181 -1.008 -0.917 -0.5 0.2 1.2
C -14.161 -0.349 -1.571 1.4 -0.4 0.8
C -14.256 -0.622 -2.943 0.3 -0.3 0.0
C -15.296 -0.191 -3.694 -2.1 0.5 0.5
C -16.381 0.485 -3.090 1.2 0.0 -0.2
O -17.420 0.914 -3.773 0.1 -0.4 0.0
C -16.274 0.806 -1.699 0.1 -0.1 -1.3
N -17.351 1.425 -1.181 -0.5 0.1 0.7
C -17.322 1.884 0.059 1.0 0.1 -0.3
C -16.096 1.854 0.763 -2.1 0.4 1.1
C -15.072 1.131 0.268 1.8 0.0 1.7
C -15.128 0.529 -0.955 -0.2 -0.8 -1.5
H -18.649 -4.383 3.881 0.5 0.1 -0.2
H -17.575 -5.018 2.588 -0.1 -0.2 -0.1
H -18.568 -3.539 2.299 0.5 -0.4 0.5
H -15.066 -1.731 4.360 0.2 0.0 0.3
H -13.291 -0.806 2.957 0.4 0.3 0.2
H -14.988 -2.823 -0.444 0.5 0.4 0.4
H -16.704 -3.679 0.879 0.8 0.4 0.6
H -13.555 -1.272 -3.434 0.5 -0.1 0.3
H -15.457 -0.538 -4.685 0.2 0.1 -0.8
H -18.250 2.267 0.446 -0.1 0.3 0.2
H -16.049 2.231 1.792 -0.1 0.0 -0.6
H -14.187 1.017 0.894 -0.1 0.0 -0.3